No. 1
DFT (wB97M-V/def2-TZVPD) results for one molecule with the formula C20H19N5O5.

XYZ file:
```
49
C20H19N5O5, DFT wB97M-V/def2-TZVPD
C 7.785 1.315 -0.497
H 8.100 1.241 0.549
C -4.407 0.285 -0.559
C 5.804 -0.423 0.552
H -1.290 -3.331 -1.140
O 6.420 1.639 -0.604
H -2.446 -3.165 1.700
H -4.391 2.733 1.773
C 4.170 1.135 -0.272
O -2.609 2.999 -0.673
C -3.935 1.325 0.246
C 3.142 0.324 0.196
C 3.454 -0.865 0.853
C 5.503 0.767 -0.102
H -2.862 -4.391 0.491
C -6.069 1.464 1.323
O -1.458 -0.530 -2.325
C 0.380 -1.427 -0.318
O 1.190 -2.218 -0.728
C -1.216 -3.136 -0.064
H -1.757 3.415 -0.463
H -6.722 1.926 2.047
C -4.769 1.917 1.180
N -2.604 1.785 0.102
N 1.399 2.040 0.050
H 6.825 -0.736 0.696
C 4.775 -1.225 1.021
C 1.761 0.739 0.012
C -2.544 -3.363 0.635
H -0.431 -3.781 0.347
C 0.581 0.021 -0.186
H 5.018 -2.147 1.526
H 3.965 2.048 -0.809
H 8.320 2.134 -0.976
C -0.421 1.017 -0.278
C -2.199 -0.015 -1.524
C -5.710 -0.171 -0.403
C -6.534 0.422 0.536
N -3.548 -0.251 -1.505
H 2.665 -1.497 1.225
N -1.780 0.827 -0.501
H 8.018 0.380 -1.015
H -7.549 0.071 0.650
O -0.841 -1.773 0.120
H 2.000 2.831 0.218
H -3.300 -2.694 0.231
N 0.090 2.228 -0.128
H -3.899 -0.916 -2.179
H -6.073 -0.971 -1.030
```

Molecular weight (u): 409.4
HOMO (eV): -8.458
Frontier orbital gap (Eh): 0.33502

---

No. 2
DFT (wB97M-V/def2-TZVPD) results for a 2-piece molecular cluster, C4H6O2 overall at a distorted geometry.

XYZ file:
```
12
C4H6O2, DFT wB97M-V/def2-TZVPD
H -1.584 -0.410 -1.637
O -2.510 0.463 0.133
C 1.183 0.141 0.982
H -1.522 -1.415 0.053
C -1.678 -0.440 -0.446
H 2.628 -1.191 -0.737
O 2.394 -0.394 -1.161
H -3.025 0.853 -0.567
C 0.287 0.136 0.051
C 1.608 0.481 -0.441
H 1.833 1.476 -0.581
H 1.526 -0.238 1.955
```

Molecular weight (u): 86.1
HOMO (eV): -8.265
Relative energy (zero: lowest compared OMol25 entry of this formula, charge and spin) (kcal per mole): 135.23
Frontier orbital gap (Eh): 0.32820

---

No. 3
DFT (wB97M-V/def2-TZVPD) results for C40H90F9N16O13P2 as an isolated structure at a distorted geometry.

XYZ file:
```
170
C40H90F9N16O13P2, DFT wB97M-V/def2-TZVPD
O -0.598 3.745 -1.390
H 3.995 6.502 -0.679
C 2.515 3.659 5.358
H 1.263 0.076 10.477
H -7.468 -1.187 0.120
C -7.372 -6.978 -3.911
F 1.722 2.706 5.807
H 1.253 -0.552 -4.534
H 6.927 -1.512 4.811
H 7.999 -5.861 -6.115
H 6.550 -6.362 -5.229
C -3.701 4.183 0.429
H 3.442 1.683 -0.134
O -2.848 3.602 -5.116
F 1.729 4.647 4.925
C -7.222 -0.476 -0.672
H -0.222 4.535 -6.473
C -1.735 3.489 -0.980
N 1.886 3.569 0.019
C -5.867 0.133 -0.429
H 6.543 3.047 0.428
H -8.151 2.937 -5.620
H -0.426 3.070 -5.507
H 3.186 -5.527 8.543
O -10.075 -5.733 -1.752
C 6.131 3.343 1.386
O 5.788 -3.201 -7.917
H 6.221 -0.983 6.957
H 4.063 3.339 -4.146
N 6.378 -4.523 -6.203
C 2.698 -1.301 10.414
C 4.175 -1.546 10.224
H 0.064 4.568 -4.711
O -5.721 1.344 -0.269
H 1.986 -5.076 7.326
H -8.044 -0.818 -6.515
H 4.372 -2.610 10.305
H -6.556 2.191 -5.818
H 8.658 -4.352 -7.757
H 6.977 3.566 2.022
O 5.458 5.796 -2.437
H -13.068 -5.264 -1.097
H 3.040 -1.795 -5.384
N 4.493 3.823 -0.894
N -10.690 -3.978 -0.509
N 4.883 3.438 -3.521
H -6.625 -7.472 -4.536
O 3.017 5.099 -2.739
F 3.279 4.149 6.312
C 1.466 0.178 -5.315
C 5.516 1.869 3.399
C -6.869 -4.750 -2.846
N 5.334 4.554 1.141
C 4.007 -1.342 -5.200
H -7.597 1.497 -3.673
H -7.539 -4.195 -4.809
C -12.238 -5.870 -0.733
O 1.913 -2.212 10.620
H -12.266 -6.834 -1.231
C -10.920 -5.204 -1.044
H 6.525 -2.305 8.098
H 4.665 -1.548 -6.046
H -11.055 -2.994 1.294
H -4.317 5.031 0.128
P 4.489 4.512 -2.514
H -6.043 -6.477 -2.334
O -6.231 -4.134 -1.995
C -2.005 4.471 -5.274
H 4.740 0.623 -4.844
H -7.245 -0.976 -1.637
N -4.804 -0.702 -0.394
H -12.343 -6.028 0.341
H 2.918 1.869 10.949
F 5.511 3.865 4.675
H -1.565 7.571 -4.513
C 7.716 -4.573 -8.259
H -3.395 2.495 -1.895
H 1.477 -0.318 -6.286
C -1.508 6.948 -5.408
H -3.342 5.931 -5.083
O 2.868 2.076 -4.887
H 5.354 5.272 1.854
H -9.650 -0.071 -6.315
H -7.868 -3.005 -3.541
H -9.791 -3.593 -0.759
N -2.369 4.330 -0.145
H -4.382 -2.609 0.334
H 2.892 5.777 0.388
H 8.954 -1.825 7.868
C 4.799 2.757 4.455
H 7.620 -5.650 -8.401
H -5.781 -2.537 -0.747
H -3.624 4.177 1.517
O -8.577 -0.659 -3.466
H -7.921 -7.737 -3.354
C 3.760 -3.865 7.360
C 1.998 -2.246 6.531
F 6.833 1.910 3.647
H -1.854 7.535 -6.260
C 2.704 -4.689 8.050
N 3.875 5.964 0.173
H -12.491 -3.707 0.543
C 7.711 -0.768 4.956
C -7.845 -4.067 -3.768
C -8.891 -0.693 -5.840
C 6.552 -4.037 -7.461
C -2.469 2.241 -1.380
H 1.739 -2.207 5.471
H 6.903 -0.631 8.559
C -8.443 -0.079 -4.536
H -7.966 0.314 -0.675
H 1.082 3.667 -0.624
N 8.245 -1.497 7.232
H -8.845 -4.477 -3.620
H -9.321 -1.669 -5.635
H 1.941 -1.235 6.940
F 5.102 0.607 3.604
H -2.691 1.642 -0.498
H 7.271 0.175 5.273
C -7.625 1.988 -5.739
H 0.678 0.925 -5.316
H 4.444 -1.780 -4.299
H 8.225 -0.614 4.012
H 4.211 2.401 1.729
H -0.476 6.660 -5.573
H 4.485 -1.212 9.232
H 5.584 -4.128 -5.726
C 5.251 2.200 1.943
H 4.085 0.959 9.977
H -8.065 -6.438 -4.546
P 3.005 2.848 -0.789
F 4.749 2.048 5.596
H 4.753 -1.025 10.989
H 6.257 5.538 -1.952
O 9.886 -1.419 5.704
H 2.597 5.393 -1.916
N -6.709 -6.084 -2.981
H 4.102 -2.251 6.244
N -7.874 1.150 -4.579
C 6.890 -1.345 7.731
H 5.505 1.303 1.385
F 3.351 4.108 3.193
H 2.184 -4.092 8.803
H 1.282 -2.874 7.048
C 2.785 0.861 -5.058
C 4.573 4.763 0.131
C -11.559 -3.190 0.346
H -4.155 -2.405 -1.413
N 2.258 -0.015 10.342
H 7.580 -5.072 -4.586
H 2.712 2.509 -2.123
H 7.719 -4.093 -9.233
H -7.964 1.509 -6.650
C -4.793 -2.150 -0.568
C 8.710 -1.252 5.981
C 7.178 -5.511 -5.500
H -1.833 5.149 0.091
N 3.349 -2.756 6.682
F 2.705 2.084 3.615
H -1.848 1.656 -2.053
H -11.775 -2.236 -0.136
N -2.358 5.784 -5.243
H -3.930 -0.233 -0.224
O 4.945 -4.157 7.402
H 2.665 1.688 9.205
C -0.551 4.147 -5.508
C 3.345 3.135 4.124
H -4.180 3.264 0.102
C 3.033 1.188 10.104
N 3.896 0.097 -5.019
```

Molecular weight (u): 1236.2
Charge: +1
HOMO (eV): -10.281
Frontier orbital gap (Eh): 0.23616

---

No. 4
DFT (wB97M-V/def2-TZVPD) results for C15H17ClFeNO8S as an isolated structure at a distorted geometry.

XYZ file:
```
44
C15H17ClFeNO8S, DFT wB97M-V/def2-TZVPD
C -2.965 1.500 4.417
C -3.221 0.222 3.604
C -1.493 -1.792 -2.243
O 1.400 -0.052 4.115
O 0.068 2.651 -0.082
C 1.356 -0.211 2.882
H 3.335 -0.839 2.537
C -1.068 -2.300 -0.974
C -2.470 -0.945 4.267
H -3.277 1.359 5.459
H -5.263 0.752 3.083
C -1.908 -4.016 -3.051
H -1.399 -0.728 4.296
H -5.121 -0.248 4.547
C -1.629 -0.383 -2.495
C -2.661 0.407 2.256
H -2.617 -1.864 3.694
O -1.489 0.524 -1.710
O -0.570 -1.589 -0.066
O 2.525 2.806 -0.265
C -4.721 -0.080 3.540
C 2.345 -1.242 2.307
H -2.076 -2.270 -4.255
H -1.901 1.738 4.393
C -1.995 0.566 1.248
H -0.967 -4.117 0.196
O 0.580 0.395 2.079
C -1.617 -4.544 -1.780
Fe -0.360 0.530 0.156
H 2.220 -2.148 2.902
C -1.849 -2.673 -3.274
H -3.515 2.343 3.991
H -2.831 -1.099 5.292
H -1.704 -5.609 -1.601
S 1.308 2.327 -0.880
H 1.352 -1.906 0.656
C -1.221 -3.716 -0.777
H -1.955 -0.107 -3.516
O 1.274 0.769 -0.766
O 1.169 2.677 -2.282
N 2.273 -1.557 0.888
H -4.903 -0.973 2.936
Cl -2.371 -5.108 -4.356
H 2.387 -0.711 0.340
```

Molecular weight (u): 462.7
Charge: -2
HOMO (spin up / spin down) (eV): -2.488 / -2.473
Multiplicity: 6
Relative energy (zero: lowest compared OMol25 entry of this formula, charge and spin) (kcal per mole): 11.02
Frontier orbital gap (spin up / spin down) (Eh): 0.23988 / 0.23933

---

No. 5
DFT (wB97M-V/def2-TZVPD) results for C9H7DyNO4S as an isolated structure at a distorted geometry.

XYZ file:
```
23
C9H7DyNO4S, DFT wB97M-V/def2-TZVPD
N -0.073 -1.065 1.437
H -1.013 -1.068 -4.097
C -2.099 1.157 0.768
O -0.079 4.240 0.257
C -1.037 -1.943 1.110
C -0.080 -0.436 -4.127
O -0.034 1.879 3.781
C -0.078 3.135 0.403
O -3.206 1.155 0.802
S -0.736 -3.522 1.793
C 0.947 -1.631 2.262
H -1.895 -1.722 0.507
H 1.757 -1.019 2.583
C 1.953 1.156 0.714
C 0.755 -2.932 2.547
C -0.083 0.790 -4.419
H 0.848 1.363 -4.701
H -1.019 1.364 -4.678
H 1.386 -3.555 3.140
H 0.854 -1.069 -4.121
C -0.049 1.624 2.724
Dy -0.077 0.946 0.593
O 3.059 1.155 0.723
```

Molecular weight (u): 387.7
Charge: +3
HOMO (spin up / spin down) (eV): -18.508 / -18.527
Multiplicity: 6
Relative energy (zero: lowest compared OMol25 entry of this formula, charge and spin) (kcal per mole): 122.68
Frontier orbital gap (spin up / spin down) (Eh): 0.12539 / 0.13233

---

No. 6
DFT (wB97M-V/def2-TZVPD) results for C23H31N3O3 as an isolated structure at a distorted geometry.

XYZ file:
```
60
C23H31N3O3, DFT wB97M-V/def2-TZVPD
H 2.098 0.758 -1.132
C 1.742 -0.270 -1.060
C -1.066 1.779 -4.936
C -2.484 0.287 3.583
C 2.810 -1.040 -3.606
O 1.490 0.672 -5.436
N 1.471 -0.647 -3.474
H -0.517 1.757 2.599
H -2.420 1.096 2.903
H 4.473 -1.416 -2.529
C 3.802 -0.875 -2.486
C 1.080 0.473 -4.284
H -3.184 3.660 -2.128
C 0.204 -2.901 5.991
H -1.685 4.002 -1.444
H 2.902 -2.100 -1.119
H -0.382 0.665 -6.733
H -0.263 -2.359 2.536
H -0.675 -3.728 6.137
H -3.873 -0.419 6.519
H 3.087 -0.986 -4.703
C -1.288 1.270 -6.140
H 1.331 -1.415 2.713
H -2.048 4.786 -2.849
N -0.310 -0.529 2.525
C 0.045 1.273 -4.024
C 0.175 0.698 2.082
N 1.319 -0.309 0.378
C -1.354 2.829 -3.152
H -4.319 1.026 4.600
H 3.763 -0.948 -0.333
H -0.634 0.642 0.336
H 1.235 -3.267 5.940
H 0.884 1.697 0.445
H 1.103 1.012 2.864
H -1.824 2.003 -6.749
C 1.040 -0.417 -2.201
H -2.170 0.294 -6.130
H 0.279 -2.525 7.012
C -1.397 -1.329 4.783
O -1.938 2.635 -4.286
H 0.426 2.348 -2.039
H 3.882 0.271 -2.452
C -2.140 -1.201 5.780
C 0.164 0.851 0.692
O -0.077 -2.096 4.882
C -3.203 -0.241 5.732
C -1.389 -0.457 3.716
H -0.102 0.053 -2.161
C -0.347 2.177 -2.987
C 0.487 -1.609 0.659
C 0.403 -1.425 2.188
C 3.235 -0.982 -1.190
H 1.234 -2.500 0.502
C -3.429 0.277 4.636
H 0.486 -1.544 -2.104
C -2.245 4.019 -2.368
H 2.304 -2.230 -3.422
H -0.300 -1.552 0.212
H -1.896 -1.991 6.711
```

Molecular weight (u): 397.5
HOMO (eV): -7.880
Relative energy (zero: lowest compared OMol25 entry of this formula, charge and spin) (kcal per mole): 619.59
Frontier orbital gap (Eh): 0.30713

---

No. 7
DFT (wB97M-V/def2-TZVPD) results for a 2-piece molecular cluster, C4H12NO2P overall at a distorted geometry.

XYZ file:
```
20
C4H12NO2P, DFT wB97M-V/def2-TZVPD
H -1.061 1.334 1.954
H 2.503 -1.741 -1.784
H -2.410 1.559 0.582
C -1.317 0.733 -1.270
H 3.632 -1.255 -0.217
O 1.143 2.342 -0.351
P 0.940 0.980 0.096
N -0.888 -1.190 0.184
H 1.994 -2.120 -0.102
H -1.192 1.851 -1.390
H -0.744 0.277 -2.110
C 2.734 -1.569 -0.735
C -1.725 0.856 1.161
H -2.394 0.555 -1.463
C -0.820 0.199 0.071
H -0.907 -1.634 1.037
O 1.465 0.697 1.629
H -2.333 -0.008 1.470
H -0.295 -1.653 -0.564
H 1.674 -0.215 1.805
```

Molecular weight (u): 137.1
HOMO (spin up / spin down) (eV): -8.993 / -7.711
Relative energy (zero: lowest compared OMol25 entry of this formula, charge and spin) (kcal per mole): 85.18
Frontier orbital gap (spin up / spin down) (Eh): 0.31287 / 0.27938

---

No. 8
DFT (wB97M-V/def2-TZVPD) results for one molecule with the formula C3H5ClO at a distorted geometry.

XYZ file:
```
10
C3H5ClO, DFT wB97M-V/def2-TZVPD
C 0.000 1.087 -0.162
H -2.023 -1.337 -0.296
H -0.339 2.090 0.005
Cl 2.386 -0.513 -0.302
C 1.325 0.888 -0.008
H 1.960 1.594 0.443
H -0.321 -1.902 -0.158
H -0.980 -1.022 1.113
C -1.058 -1.071 0.045
O -0.951 0.186 -0.680
```

Molecular weight (u): 92.5
HOMO (eV): -9.359
Relative energy (zero: lowest compared OMol25 entry of this formula, charge and spin) (kcal per mole): 37.86
Frontier orbital gap (Eh): 0.37696

---

Look up the molecular weight of the seventh one. 137.1 u